1.
This record from the Open Molecules 2025 dataset describes a structure of composition C6H9N2S in a non-equilibrium geometry. The level of theory is ωB97M-V/def2-TZVPD.

Properties
**HOMO**: -14.76 eV
**HOMO-LUMO gap**: 0.3878 hartree
**Net charge**: +1

Each line ends with the Mulliken charge.
CARTESIAN COORDINATES (ANGSTROEM)
C  0.34  1.34  -1.68  0.001
C  1.22  0.81  0.30  0.685
C  -0.39  -2.02  -0.62  -0.769
C  -0.78  -0.78  -0.43  0.398
C  1.38  0.09  1.56  -1.220
C  -1.97  -0.18  0.21  -0.970
N  1.07  2.37  -1.54  -0.357
N  0.35  0.42  -0.64  0.000
S  1.86  2.32  -0.10  0.181
H  -0.14  1.16  -2.70  0.373
H  0.61  -2.50  -0.80  0.267
H  -1.08  -2.79  -0.61  0.343
H  0.44  0.09  2.02  0.334
H  1.84  -0.93  1.54  0.300
H  2.03  0.47  2.23  0.495
H  -1.74  0.95  0.51  0.300
H  -2.90  -0.18  -0.46  0.313
H  -2.16  -0.66  1.21  0.325

=====

2.
This record from the Open Molecules 2025 dataset describes the molecule C6H9N3 in a non-equilibrium geometry. The level of theory is ωB97M-V/def2-TZVPD.

Properties
**HOMO (alpha / beta)**: -8.17 / -8.17 eV
**HOMO-LUMO gap (alpha / beta)**: 0.2864 / 0.2864 hartree
**SMILES**: CC(C)N1C=C=CN=N1

Each line ends with the Mulliken charge.
CARTESIAN COORDINATES (ANGSTROEM)
C  -0.34  -2.02  0.07  -1.383
C  -0.86  -0.68  -0.37  0.366
C  -0.44  -0.34  -1.81  -1.301
N  -0.15  0.30  0.48  0.555
C  -0.15  1.67  0.25  -0.161
C  0.87  2.50  0.62  -0.702
C  1.56  1.82  1.61  -0.136
N  1.21  0.62  2.20  -0.758
N  0.43  -0.15  1.60  -0.022
H  0.71  -2.04  0.02  0.389
H  -0.82  -2.71  -0.60  0.453
H  -0.57  -1.96  1.09  0.379
H  -1.90  -0.52  -0.41  0.243
H  0.62  -0.08  -1.76  0.373
H  -0.95  0.58  -2.34  0.300
H  -0.63  -1.22  -2.42  0.391
H  -0.91  1.96  -0.36  0.492
H  2.33  2.25  2.11  0.521

=====

3.
This record from the Open Molecules 2025 dataset describes a cluster of 2 separate species, C6H9N3O2 in total in a non-equilibrium geometry. The level of theory is ωB97M-V/def2-TZVPD.

Properties
**HOMO (alpha / beta)**: -7.62 / -7.08 eV
**HOMO-LUMO gap (alpha / beta)**: 0.2952 / 0.2739 hartree

Each line ends with the Mulliken charge.
CARTESIAN COORDINATES (ANGSTROEM)
C  2.57  -0.73  0.68  0.353
C  2.41  1.46  -0.43  0.317
C  -1.18  -0.64  2.38  -0.475
C  -1.12  0.14  1.31  -0.271
C  0.64  -0.10  -0.53  0.466
C  -0.29  -0.62  -1.62  -1.548
N  3.05  0.61  0.46  -0.053
N  1.48  -1.03  -0.01  0.045
N  1.13  1.15  -0.73  -0.059
O  3.28  -1.43  1.32  -0.581
O  2.90  2.48  -0.87  -0.629
H  -1.96  -0.52  3.24  0.219
H  -0.36  -1.42  2.58  0.180
H  -1.67  0.97  0.85  0.240
H  -0.70  -1.57  -1.33  0.386
H  0.34  -0.78  -2.54  0.407
H  -1.14  0.07  -1.88  0.353
H  3.77  0.89  1.06  0.216
H  1.10  -1.92  -0.07  0.149
H  0.62  1.89  -1.29  0.286

=====

4.
This record from the Open Molecules 2025 dataset describes a cluster of 2 separate species, C6H9N3O2 in total in a non-equilibrium geometry. The level of theory is ωB97M-V/def2-TZVPD.

Properties
**HOMO**: -8.65 eV
**HOMO-LUMO gap**: 0.3479 hartree
**SMILES**: O=C1CN2CC[C@@H]2N1.N=C=O

Each line ends with the Mulliken charge.
CARTESIAN COORDINATES (ANGSTROEM)
O  -2.10  0.70  -1.70  -0.537
C  -1.22  0.06  -1.35  0.282
C  -0.90  -0.15  0.21  -0.235
N  0.31  -1.06  0.10  -0.353
C  1.67  -0.39  0.05  -0.391
C  2.05  -1.14  -1.24  -0.737
C  0.56  -1.53  -1.41  0.049
N  -0.30  -0.58  -2.07  -0.178
H  -0.70  0.90  0.45  -0.028
H  -1.83  -0.45  0.84  0.287
H  2.27  -0.74  0.87  0.373
H  1.63  0.73  -0.15  0.221
H  2.42  -0.48  -2.03  0.294
H  2.59  -2.06  -1.18  0.269
H  0.33  -2.55  -1.59  0.378
H  -0.50  -0.73  -3.05  0.237
N  -2.53  3.45  0.07  -0.391
C  -1.78  3.21  0.96  0.627
O  -1.08  2.84  1.79  -0.429
H  -3.09  4.25  -0.14  0.261

=====

Number 1: M 141.22 g mol⁻¹. Number 2: M 123.16 g mol⁻¹. Number 3: M 155.16 g mol⁻¹. Number 4: M 155.16 g mol⁻¹.